Entry 1:
{
  "formula": "C4H8N2O",
  "method": "wB97M-V/def2-TZVPD",
  "species": ["H", "O", "N", "H", "C", "C", "C", "N", "H", "H", "H", "C", "H", "H", "H"],
  "positions_angstrom": [[1.422, 1.799, -0.167], [1.686, 2.883, -0.143], [0.664, 0.641, -0.095], [0.960, 3.462, 0.054], [-0.431, 0.329, 0.671], [1.018, -0.437, -0.751], [-0.896, -0.885, 0.209], [0.068, -1.420, -0.584], [0.116, -2.287, -1.087], [1.851, -0.506, -1.441], [-1.004, 0.836, 1.428], [-2.097, -1.589, 0.674], [-2.953, -1.249, 0.070], [-2.043, -2.640, 0.307], [-2.562, -1.613, 1.651]],
  "fmax_ha_per_bohr": 0.0698,
  "smiles": "Cc1cnc[nH]1.O",
  "total_charge": 0,
  "gap_ev": 9.433,
  "de_lowest_kcal_mol": 47.4
}

Entry 2:
{
  "formula": "C4H8N2O",
  "method": "wB97M-V/def2-TZVPD",
  "species": ["N", "C", "O", "C", "N", "C", "C", "H", "H", "H", "H", "H", "H", "H", "H"],
  "positions_angstrom": [[1.815, 0.044, -1.265], [1.707, -0.659, -0.108], [2.508, -1.496, 0.262], [0.497, -0.307, 0.734], [-0.441, 0.523, 0.037], [-1.654, 0.789, 0.762], [-1.670, -0.013, -0.493], [2.629, -0.112, -1.836], [1.166, 0.783, -1.489], [0.048, -1.227, 1.136], [0.852, 0.278, 1.594], [-1.870, 0.223, 1.675], [-1.737, 1.858, 0.796], [-1.802, -1.091, -0.384], [-2.050, 0.406, -1.421]],
  "fmax_ha_per_bohr": 0.0235,
  "smiles": "NC(=O)CN1CC1",
  "total_charge": 0,
  "gap_ev": 10.543,
  "de_lowest_kcal_mol": 42.3
}

Entry 3:
{
  "formula": "C4H8N2O2",
  "method": "wB97M-V/def2-TZVPD",
  "species": ["C", "C", "C", "C", "N", "N", "O", "O", "H", "H", "H", "H", "H", "H", "H", "H"],
  "positions_angstrom": [[-0.111, 1.073, -0.183], [0.563, -0.924, 0.313], [-1.455, 0.543, 1.847], [1.402, -0.022, -1.935], [-0.232, 0.578, 1.109], [0.539, -0.005, -0.779], [-0.438, 2.120, -0.667], [-0.237, -1.990, 0.293], [1.497, -1.129, 0.831], [-2.126, -0.261, 1.512], [-1.232, 0.399, 2.902], [-1.962, 1.499, 1.707], [1.354, -1.002, -2.410], [1.031, 0.733, -2.627], [2.440, 0.212, -1.680], [-1.033, -1.821, -0.234]],
  "fmax_ha_per_bohr": 0.0817,
  "total_charge": 0,
  "gap_ev": 9.868,
  "de_lowest_kcal_mol": 55.6
}

Entry 4:
{
  "formula": "C4H8N2O2",
  "method": "wB97M-V/def2-TZVPD",
  "species": ["C", "C", "C", "C", "H", "H", "H", "H", "H", "H", "H", "H", "N", "N", "O", "O"],
  "positions_angstrom": [[-1.435, 0.237, 0.262], [0.483, -0.503, 1.336], [1.020, 0.388, 0.331], [2.243, -0.035, -0.487], [-2.151, -0.675, -1.321], [-3.324, 0.118, -0.651], [0.067, 0.040, 2.204], [0.971, -1.510, 1.423], [0.732, 1.386, 0.136], [2.911, 0.785, -0.483], [2.675, -0.905, -0.010], [1.130, -0.916, -1.588], [-2.516, -0.397, -0.376], [-0.188, -0.439, 0.083], [-1.578, 1.224, 0.986], [1.834, -0.348, -1.775]],
  "fmax_ha_per_bohr": 0.0695,
  "smiles": "NC(=O)N1C[C@H]1CO",
  "total_charge": 0,
  "gap_ev": 10.797,
  "de_lowest_kcal_mol": 64.7
}

Ordered LUMO energy results: 0.5 1.0 0.6 0.8; unit eV.